Record 1
DFT (wB97M-V/def2-TZVPD) results for C6H8ClN in the gas phase.

Results
- Multiplicity: 3
- Energy relative to the best compared isomer or geometry (same formula, charge and spin): 0.917 eV
- Molecular weight: 129.6 g/mol
- Frontier orbital gap (alpha / beta): 6.79 / 6.88 eV
- <S²>: 2.01

XYZ file:
```
16
Properties=species:S:1:pos:R:3:forces:R:3:nbo_charge:R:1
Cl 1.793072 0.481367 0.997372 1.3 1.0 1.2 -0.108
N -1.472512 0.299078 1.393579 -4.7 8.2 -0.2 -0.450
C 0.136299 0.573600 -0.947532 -0.5 0.4 1.6 -0.480
C -1.553315 1.449969 0.647857 -0.5 -5.5 4.4 0.048
C 1.217095 -1.740629 -0.255259 -0.5 2.8 -3.0 -0.598
C -0.853249 1.594890 -0.480231 4.2 0.0 -6.2 -0.101
C 0.479948 -0.436652 0.167199 1.6 -0.3 0.7 -0.058
C -0.594995 -0.586416 1.204574 2.7 -3.9 -1.4 0.026
H 0.962040 1.200417 -1.323775 0.2 -1.0 0.1 0.242
H -0.792379 -1.376229 1.951041 1.3 -0.5 -1.0 0.206
H 1.816874 -2.136878 0.513318 1.0 -0.2 0.6 0.232
H 1.719676 -1.531766 -1.308996 -0.5 -0.6 2.5 0.216
H -2.183480 2.191433 0.896159 -2.4 2.2 1.6 0.184
H -0.309694 0.042805 -1.736478 -0.5 -0.9 -1.5 0.229
H -0.791167 2.353006 -1.280200 -1.1 0.4 1.3 0.206
H 0.425786 -2.377994 -0.438627 -1.5 -2.0 -0.6 0.207
```
Positions in Å, forces in eV/Å.

Record 2
DFT (wB97M-V/def2-TZVPD) results for an isolated ion of composition C7H10N4S2 and charge +2.

Results
- Multiplicity: 1
- Charge: +2
- Energy relative to the best compared isomer or geometry (same formula, charge and spin): 0.263 eV
- Molecular weight: 214.3 g/mol
- Frontier orbital gap (alpha / beta): 6.74 / 6.14 eV

XYZ file:
```
23
Properties=species:S:1:pos:R:3:forces:R:3:nbo_charge:R:1
S 1.430058 -0.234474 -1.805733 2.4 1.5 -0.4 1.283
S -1.340333 -1.742434 2.747700 0.7 0.1 0.7 0.653
N -0.129738 -0.067598 -1.570806 -1.5 0.9 1.5 -0.916
N 2.734772 2.032912 1.128848 -1.7 -1.2 -2.4 -0.714
N 2.103466 0.823478 -0.734843 0.8 0.4 0.5 -0.693
N 0.744595 0.837577 1.214957 0.1 1.2 2.8 -0.560
C 1.649711 0.798632 -3.331815 1.1 0.8 1.0 -0.746
C -2.422295 -1.021424 0.490938 -0.7 1.3 -2.3 -0.058
C -1.245873 -0.733712 1.266288 -0.6 -1.4 0.6 -0.400
C -0.183990 0.019225 0.983604 -0.3 -0.3 -2.2 0.656
C 1.913045 1.212413 0.461640 0.7 -1.0 -3.1 0.608
C -3.328154 -1.836044 1.156287 -0.4 -0.1 -1.5 -0.244
C -2.832180 -2.352009 2.353574 0.1 1.9 -1.0 -0.240
H 2.567684 2.092262 2.054931 0.0 0.7 3.7 0.392
H 1.186140 0.220319 -4.059767 -0.8 -1.2 -1.5 0.247
H 3.594427 2.314413 0.753238 1.2 0.4 -0.6 0.454
H 2.688851 1.060044 -3.695694 -1.0 -0.6 1.1 0.293
H -0.503735 -0.994358 -1.535436 -0.5 -0.9 0.0 0.366
H -4.335479 -2.143093 0.793732 1.0 0.5 0.1 0.296
H 0.734381 1.407881 2.110268 -0.7 -0.8 -1.0 0.464
H 1.036180 1.683005 -3.188270 0.1 0.2 0.3 0.260
H -2.552617 -0.535636 -0.589933 0.1 -1.1 2.7 0.300
H -3.508915 -2.841379 2.996293 0.0 -1.1 1.0 0.299
```
Positions in Å, forces in eV/Å.

Record 3
DFT (wB97M-V/def2-TZVPD) results for C4H7Cl in the gas phase.

Results
- SMILES string: C=CCCCl
- Multiplicity: 1
- Energy relative to the best compared isomer or geometry (same formula, charge and spin): 2.770 eV
- Molecular weight: 90.6 g/mol
- Frontier orbital gap: 10.40 eV

XYZ file:
```
12
Properties=species:S:1:pos:R:3:forces:R:3:nbo_charge:R:1
Cl 0.651727 -0.179808 2.433597 -0.1 -0.1 1.3 -0.013
C -0.676171 0.704712 -0.098717 -3.2 -1.4 -0.2 -0.210
C -1.706452 0.566409 -1.020129 6.6 -1.5 -1.5 -0.374
C 0.799294 0.274824 -0.244562 -1.0 -0.3 -1.9 -0.482
C 0.953230 -0.857579 0.879088 3.4 -2.0 -2.8 -0.446
H -2.653488 0.650411 -0.771503 -4.4 0.7 1.6 0.176
H 0.583291 -2.074652 0.768306 0.3 4.1 0.0 0.249
H -1.628424 0.116052 -2.094672 0.6 1.3 1.8 0.184
H 1.551658 1.128006 -0.297245 -0.9 -0.8 1.8 0.243
H 2.079325 -0.954417 0.738697 -1.1 -0.5 1.0 0.219
H -1.136765 0.674194 1.038625 1.6 0.9 -3.0 0.224
H 1.182775 -0.048151 -1.331485 -1.8 -0.4 2.0 0.229
```
Positions in Å, forces in eV/Å.

Record 4
DFT (wB97M-V/def2-TZVPD) results for C32H44N3P2PtSe as an isolated structure.

Results
- Multiplicity: 3
- Charge: +1
- Energy relative to the best compared isomer or geometry (same formula, charge and spin): 0.000 eV
- Molecular weight: 806.7 g/mol
- Frontier orbital gap (alpha / beta): 5.80 / 4.78 eV
- <S²>: 2.06

XYZ file:
```
83
Properties=species:S:1:pos:R:3:forces:R:3:mulliken_spin:R:1
Pt -0.408770 -0.180066 -0.686854 -0.7 0.5 0.1 0.088
Se 0.844426 0.300079 -3.842466 0.2 0.0 -0.1 0.211
P -0.590188 -2.480200 -0.728934 0.4 0.0 0.4 0.017
P -1.311325 1.975630 -0.694471 -0.1 -0.1 0.0 -0.007
N 2.514586 -0.272788 -4.172606 -0.2 0.1 0.4 0.381
N -1.511803 -0.361744 0.997315 0.1 -0.5 0.4 0.387
N 1.041850 0.179608 -2.005912 0.6 -0.3 -0.7 0.129
C 4.926205 -1.277471 -1.603666 0.0 0.0 0.0 -0.054
C -2.168876 -2.992133 -2.995278 -0.1 0.1 0.0 0.006
C 0.855839 -3.503123 -1.211347 0.0 -0.1 0.0 -0.007
C -0.684171 -5.199030 3.908436 0.0 0.0 0.0 -0.008
C 4.168401 -1.047757 -0.444085 0.0 0.0 -0.1 0.135
C 3.086862 -0.513187 -2.968100 0.2 -0.1 -0.3 0.004
C -2.419413 1.696406 -3.270708 0.0 0.0 -0.1 0.011
C -3.763320 1.644297 3.149156 0.0 0.0 0.0 -0.054
C 1.243193 -3.254686 -2.675863 0.0 0.0 0.0 0.052
C -4.079659 4.138031 3.342386 0.0 0.0 0.0 -0.011
C -1.212979 -1.504315 1.766814 -0.1 0.5 -0.3 0.033
C -2.798276 1.806278 -1.796385 0.0 0.0 0.0 0.024
C -2.124381 -3.136080 -1.473598 -0.2 0.0 -0.1 0.000
C -1.187229 -1.508160 3.165579 0.0 -0.1 0.0 0.138
C -2.278672 0.671295 1.512766 0.2 -0.1 0.0 0.027
C -0.847679 -3.901412 3.171468 0.0 0.0 0.0 0.097
C -0.996198 -2.694039 3.849394 0.0 0.0 0.0 -0.046
C -2.672814 3.050739 1.548806 -0.1 0.1 0.0 -0.005
C -2.126613 1.944499 0.924660 0.1 0.1 0.1 0.063
C -3.477731 2.932036 2.683301 0.0 0.0 0.0 0.101
C 2.318612 -0.302631 -1.787936 -0.3 0.2 0.0 0.124
C 0.767105 -5.013180 -0.984529 0.0 0.0 0.0 -0.003
C -3.182182 0.530764 2.584940 0.0 0.0 -0.1 0.138
C -0.882108 -2.680868 1.067222 0.0 -0.3 0.0 0.049
C -0.480675 3.595826 -0.896370 0.3 0.0 0.2 0.003
C -3.352996 -2.467879 -0.856064 -0.1 0.0 0.0 -0.007
C -0.783835 -3.865048 1.775445 0.1 0.0 0.0 -0.023
C 0.751563 3.454606 -1.796338 0.0 0.1 -0.1 0.001
C 2.880705 -0.551298 -0.531763 0.0 -0.1 0.1 -0.082
C -1.361337 4.751492 -1.365667 0.0 0.1 0.0 -0.001
C 4.404939 -1.007089 -2.846590 0.0 0.0 0.0 0.094
C -3.935872 2.812364 -1.600159 -0.1 0.0 0.0 0.002
H -1.679320 0.920238 -3.459387 -0.1 0.0 0.1 -0.003
H 1.090127 -2.232693 -3.004658 0.0 0.1 0.0 -0.017
H -5.161219 4.159126 3.193934 0.0 0.0 0.0 0.012
H -2.504441 4.036999 1.132572 0.0 0.0 0.0 0.005
H -3.440755 -0.449565 2.953984 0.0 -0.1 0.0 -0.006
H 4.605110 -1.236173 0.527646 0.0 0.0 0.0 0.009
H -2.033665 2.641278 -3.658527 0.0 0.0 0.0 -0.003
H 1.647411 -5.478437 -1.431127 0.0 0.0 0.0 0.000
H -1.277847 -0.581472 3.710846 0.0 0.0 0.0 -0.005
H -4.101926 3.085220 -0.557986 0.0 -0.1 0.0 0.000
H -3.903223 4.124207 4.418363 0.0 0.0 0.0 0.009
H -3.163519 0.826500 -1.468194 0.0 0.0 0.0 -0.021
H -3.419855 -1.426788 -1.179005 0.0 0.0 0.0 -0.001
H -2.139013 -1.936981 -3.279860 0.0 0.0 0.0 0.002
H 1.641021 -3.078358 -0.576438 0.0 0.0 0.0 0.003
H 0.374884 -5.420715 4.057189 0.0 0.0 0.0 0.011
H -0.779127 5.672149 -1.304264 0.0 0.0 0.0 0.000
H -4.254411 -2.977073 -1.200127 0.0 0.0 0.0 0.000
H 1.320265 4.385817 -1.776935 0.0 0.0 0.0 -0.002
H -1.117290 -6.025930 3.346690 0.0 0.0 0.0 0.003
H 2.298799 -3.495267 -2.802051 0.0 0.0 0.0 0.004
H -4.862337 2.365631 -1.965603 0.0 0.0 0.0 0.000
H -1.652909 4.621705 -2.408278 0.0 0.0 0.0 0.000
H 0.759203 -5.296829 0.063734 0.0 0.0 0.0 0.002
H -3.102904 -3.411769 -3.372055 0.0 0.0 0.0 0.001
H -2.267599 4.887628 -0.778062 0.0 0.0 0.0 0.000
H -2.121974 -4.196392 -1.196762 0.0 0.0 0.0 0.001
H -3.354235 -2.492761 0.233600 0.0 0.0 0.0 -0.003
H 5.935877 -1.655717 -1.512850 0.0 0.0 0.0 0.001
H -3.664894 5.060281 2.939699 0.0 0.0 0.0 -0.001
H -0.122285 3.811068 0.117689 0.0 0.0 0.0 -0.001
H 0.464134 3.270393 -2.832512 0.0 0.0 0.0 0.008
H -1.354881 -3.498538 -3.500616 0.1 -0.1 0.0 -0.004
H 4.977060 -1.168611 -3.750339 0.0 0.0 0.0 -0.001
H -0.104116 -5.451341 -1.476553 0.0 0.0 0.0 0.000
H -0.965477 -2.680008 4.931813 0.0 0.0 0.0 0.000
H -0.629016 -4.793423 1.245917 0.0 0.0 0.0 -0.004
H -4.452783 1.515587 3.974490 0.0 0.0 0.0 0.001
H -1.155630 -5.165201 4.888968 0.0 0.0 0.0 0.002
H 2.316113 -0.336003 0.369340 0.0 0.0 0.0 -0.003
H -3.772951 3.725612 -2.170097 0.0 0.0 0.0 0.000
H -3.308833 1.449823 -3.854010 0.0 0.0 0.0 0.000
H 1.404690 2.643104 -1.482218 0.0 0.0 0.0 -0.003
H 0.682731 -3.905975 -3.342796 -0.1 -0.1 0.0 -0.006
```
Positions in Å, forces in eV/Å.

Record 5
DFT (wB97M-V/def2-TZVPD) results for an isolated ion of composition C6H10NOS2 and charge +1.

Results
- Multiplicity: 1
- Charge: +1
- Energy relative to the best compared isomer or geometry (same formula, charge and spin): 3.632 eV
- Molecular weight: 176.3 g/mol
- Frontier orbital gap (alpha / beta): 6.59 / 7.16 eV

XYZ file:
```
20
Properties=species:S:1:pos:R:3:forces:R:3:nbo_charge:R:1
S 0.824473 -2.139763 -0.618736 -0.7 -0.6 0.1 0.257
S -3.378443 -0.786673 0.252461 -2.0 -1.2 1.0 0.255
O 0.709349 1.140119 -1.429308 0.4 1.2 -1.4 -0.456
N -1.170972 0.377251 -0.399306 0.6 1.5 -1.5 -0.486
C 0.305827 0.368316 -0.653110 0.1 0.4 0.5 0.720
C -1.923892 1.484637 -1.123518 0.3 0.1 -1.5 -0.459
C 0.913634 -0.492165 1.607106 -1.6 1.7 0.0 -0.593
C -1.774238 -0.529517 0.217151 0.5 -1.1 0.3 0.261
C 1.153584 -0.553297 0.119917 0.7 -1.0 0.2 -0.341
C 2.626677 -0.352300 -0.217712 -0.3 3.6 0.0 -0.607
H -0.189549 -0.186236 1.662130 1.4 -1.2 1.0 0.203
H 1.436832 0.309326 2.165012 0.1 -0.3 -0.7 0.248
H 2.820580 0.721320 0.085773 -0.1 -0.9 -0.4 0.244
H 2.895058 -0.365437 -1.255870 -0.1 -0.4 -0.5 0.252
H -2.425517 2.070717 -0.324267 0.1 -0.3 -0.9 0.245
H 1.208426 -1.438795 1.990464 -0.4 -0.7 0.8 0.252
H -3.548242 -1.844224 1.178952 0.7 1.1 -0.9 0.223
H -1.161859 2.105776 -1.739533 -1.3 -1.1 1.5 0.295
H 3.288413 -0.876549 0.392564 0.8 -1.5 0.9 0.245
H -2.610149 0.987500 -1.910168 0.8 0.8 1.6 0.244
```
Positions in Å, forces in eV/Å.

Record 6
DFT (wB97M-V/def2-TZVPD) results for a 2-piece molecular cluster, C2H4S2 overall.

Results
- SMILES string: C=C=S.S
- Multiplicity: 1
- Energy relative to the best compared isomer or geometry (same formula, charge and spin): 2.651 eV
- Molecular weight: 92.2 g/mol
- Frontier orbital gap: 7.88 eV

XYZ file:
```
8
Properties=species:S:1:pos:R:3:forces:R:3:nbo_charge:R:1
S -0.523220 -1.837297 -0.000957 2.0 0.6 0.7 -0.464
S -2.240593 1.272918 0.143493 -1.1 0.2 -0.3 0.287
C 0.521894 0.961183 -0.162259 1.5 0.3 -0.3 -0.739
C -0.761284 1.224223 -0.204807 0.7 0.5 1.2 -0.022
H 1.197888 1.195377 0.700399 -0.9 0.2 -1.0 0.292
H 0.926124 0.446552 -1.035446 0.3 0.6 0.0 0.287
H 0.417425 -0.536672 0.228189 -2.1 -2.8 -0.1 0.218
H 0.461768 -2.726286 0.331388 -0.5 0.4 -0.2 0.140
```
Positions in Å, forces in eV/Å.

Record 7
DFT (wB97M-V/def2-TZVPD) results for a 2-piece molecular cluster, CH2I2S overall.

Results
- Multiplicity: 1
- Energy relative to the best compared isomer or geometry (same formula, charge and spin): 1.743 eV
- Molecular weight: 299.9 g/mol
- Frontier orbital gap (alpha / beta): 5.33 / 8.51 eV

XYZ file:
```
6
Properties=species:S:1:pos:R:3:forces:R:3:nbo_charge:R:1
I 0.983297 -3.820548 -0.848003 -0.1 0.5 0.1 -0.202
I 0.052860 1.884534 -1.701714 0.0 -0.2 0.4 0.200
S 0.430332 -0.727375 0.355591 0.0 0.0 0.0 0.245
C -0.393162 0.710183 -0.038602 0.1 -0.4 -0.7 -0.604
H -1.447434 0.675655 0.192804 -0.1 0.1 0.2 0.217
H 1.633085 -0.378513 -0.121639 0.1 -0.1 0.0 0.143
```
Positions in Å, forces in eV/Å.

Q: Among the records above, which one has the lowest molecular weight?
A: C4H7Cl

Q: Which value of multiplicity does entry 5 give?
A: 1